{
  "formula": "C24H44CeCl2N3O6Si",
  "method": "wB97M-V/def2-TZVPD",
  "spin_multiplicity": 2,
  "s2": 0.75,
  "lumo_ev": [0.02, 0.02],
  "relative_energy_kj_mol": 489.72,
  "homo_energy_ha": [-0.17330, -0.17332],
  "orbital_gap_ev": [4.736, 4.735],
  "symbols": ["C", "C", "H", "H", "H", "C", "C", "H", "H", "H", "H", "Ce", "Cl", "C", "O", "N", "C", "C", "H", "H", "H", "H", "H", "H", "H", "H", "H", "C", "C", "N", "H", "C", "O", "H", "H", "H", "H", "H", "H", "C", "C", "N", "H", "C", "O", "H", "H", "H", "H", "O", "C", "C", "C", "H", "C", "H", "C", "H", "C", "C", "H", "H", "H", "Si", "Cl", "C", "C", "C", "H", "H", "H", "H", "H", "H", "H", "H", "H", "O", "C", "O", "H"],
  "coordinates": [[-1.548, -0.299, -4.173], [-1.264, -1.564, -3.405], [-1.663, -0.464, -5.240], [-0.764, 0.450, -3.970], [-2.462, 0.143, -3.744], [-0.589, -2.617, -3.894], [-0.040, -2.624, -5.267], [-0.390, -3.491, -3.281], [0.315, -1.624, -5.571], [-0.799, -2.946, -5.999], [0.808, -3.320, -5.336], [0.979, 1.184, 1.185], [3.056, 2.736, 1.004], [-0.538, -1.804, 2.608], [0.218, -0.879, 2.211], [-0.085, -2.870, 3.268], [1.347, -3.071, 3.483], [-0.961, -3.938, 3.707], [-1.621, -1.772, 2.434], [1.904, -2.137, 3.311], [1.730, -3.867, 2.814], [1.494, -3.412, 4.521], [-1.997, -3.645, 3.544], [-0.789, -4.131, 4.770], [-0.752, -4.856, 3.149], [1.234, 3.399, 6.087], [-0.912, 4.862, 5.803], [1.381, 3.451, 5.006], [-0.661, 4.926, 4.743], [0.096, 3.755, 4.373], [1.758, 2.493, 4.629], [-0.316, 2.954, 3.423], [0.407, 1.938, 3.154], [-1.568, 4.923, 4.133], [-1.268, 3.146, 2.890], [2.107, 4.236, 4.768], [-0.071, 5.822, 4.538], [1.432, -0.175, -2.809], [2.734, -3.103, -3.024], [2.515, -0.181, -2.585], [3.486, -2.500, -2.502], [2.866, -1.380, -1.802], [2.759, 0.725, -2.010], [2.656, -1.366, -0.491], [2.081, -0.397, 0.080], [4.012, -3.132, -1.784], [2.991, -2.235, 0.079], [3.094, -0.213, -3.513], [4.183, -2.110, -3.243], [-0.820, -0.294, -2.105], [-1.539, -1.410, -1.899], [0.114, -3.179, -0.902], [-1.142, -2.569, -0.974], [0.954, -2.697, -1.423], [0.301, -4.391, -0.222], [-2.589, -1.134, -1.697], [-2.177, -3.128, -0.227], [1.282, -4.866, -0.206], [-0.780, -5.001, 0.414], [-2.028, -4.361, 0.420], [-3.122, -2.586, -0.184], [-0.673, -5.960, 0.918], [-2.900, -4.810, 0.922], [-0.465, 4.152, -1.351], [0.457, 1.960, -1.168], [1.187, 5.054, -1.326], [-1.588, 4.539, 0.085], [-1.279, 4.592, -2.959], [1.993, 4.495, -0.834], [1.057, 6.017, -0.804], [1.479, 5.281, -2.364], [-0.575, 4.499, -3.801], [-1.529, 5.660, -2.842], [-2.204, 4.036, -3.167], [-1.777, 3.734, 0.805], [-2.558, 4.875, -0.322], [-1.143, 5.403, 0.601], [-2.797, -0.451, 0.883], [-2.638, 0.753, 1.129], [-1.532, 1.420, 1.157], [-3.556, 1.346, 1.378]],
  "forces_ev_per_a": [[-0.67, 0.27, -0.36], [-0.64, -2.09, 0.34], [-0.23, -0.09, -0.31], [-0.29, -0.40, -0.70], [0.11, -0.06, -0.41], [-0.06, 0.28, 0.17], [0.46, -0.04, -0.81], [-0.24, 0.05, -0.06], [-0.06, -0.36, -0.02], [0.30, 0.04, -0.06], [-0.06, 0.09, -0.22], [-1.51, -1.95, 0.00], [0.77, 0.67, 0.26], [0.83, 0.76, -0.36], [-0.72, -1.26, 0.72], [0.40, 0.27, -0.19], [0.11, -0.25, 0.10], [0.07, -0.05, -0.01], [0.16, 0.11, -0.11], [-0.37, -0.42, 0.04], [-0.21, 0.42, 0.21], [0.02, 0.19, -0.34], [0.04, -0.08, 0.00], [-0.11, 0.05, -0.04], [-0.08, 0.14, 0.03], [0.07, 0.05, -0.06], [-0.07, 0.21, -0.06], [0.11, 0.23, 0.26], [0.00, -0.02, -0.04], [0.18, -0.13, -0.19], [-0.21, 0.51, 0.24], [1.12, -1.62, 0.06], [-1.95, 1.87, 1.61], [0.07, 0.23, 0.24], [0.46, -0.15, 0.27], [-0.15, -0.08, 0.06], [-0.15, 0.02, 0.12], [0.23, -0.12, 0.18], [-0.01, 0.16, 0.08], [-0.34, -0.01, -0.14], [-0.24, -0.10, 0.22], [0.28, 0.54, 0.66], [0.02, -0.42, -0.22], [-0.49, 0.91, -0.75], [1.63, -2.02, -0.93], [0.00, 0.02, -0.10], [-0.02, -0.01, -0.06], [-0.10, 0.05, 0.20], [0.06, -0.06, 0.14], [2.96, 1.88, 4.74], [-0.56, 0.19, -2.22], [0.28, 0.13, -0.12], [-0.25, 0.31, -0.18], [-0.69, -0.45, 0.13], [-0.23, 0.42, 0.04], [-0.16, -0.51, 0.30], [-0.26, -0.61, 0.09], [-0.14, 0.07, -0.03], [-0.37, 0.15, 0.07], [0.08, 0.25, 0.03], [0.22, -0.29, -0.09], [0.09, 0.10, -0.15], [0.55, 0.17, -0.19], [1.60, -0.90, 0.14], [-1.73, 3.01, -2.76], [-0.24, 0.26, 0.05], [-0.23, 0.22, 0.13], [-0.12, -0.49, -0.22], [-0.27, 0.13, -0.09], [0.12, -0.21, -0.15], [-0.02, -0.12, 0.34], [-0.34, -0.04, 0.27], [0.05, -0.24, -0.02], [0.30, 0.17, -0.01], [0.11, 0.00, -0.35], [0.30, -0.20, 0.16], [-0.09, -0.20, -0.03], [0.28, 1.26, 0.53], [0.26, -0.79, -0.22], [-0.30, -0.04, 0.25], [0.28, 0.02, -0.13]]
}

{
  "formula": "C9H9OP",
  "method": "wB97M-V/def2-TZVPD",
  "lumo_ev": [-0.40, -0.76],
  "relative_energy_kj_mol": 210.99,
  "homo_energy_ha": [-0.25369, -0.32784],
  "orbital_gap_ev": [6.506, 8.156],
  "symbols": ["C", "C", "C", "C", "C", "C", "C", "C", "C", "O", "P", "H", "H", "H", "H", "H", "H", "H", "H", "H"],
  "coordinates": [[-0.501, 3.631, -0.057], [-0.943, 3.405, -1.352], [-0.117, 2.587, 0.753], [-0.955, 2.099, -1.842], [-0.201, 1.240, 0.317], [-0.659, 1.094, -0.979], [0.135, 0.216, 1.264], [0.454, -1.100, 1.103], [0.819, -4.754, -0.119], [0.681, -3.510, 0.516], [0.662, -2.087, -0.323], [-0.449, 4.641, 0.326], [-1.287, 4.222, -1.970], [0.296, 2.786, 1.733], [-1.258, 1.898, -2.859], [0.155, 0.578, 2.287], [0.606, -1.678, 2.010], [-0.163, -5.149, -0.392], [1.285, -5.428, 0.600], [1.439, -4.692, -1.015]],
  "forces_ev_per_a": [[-0.05, 0.33, -0.07], [0.09, -0.15, 0.05], [0.07, -0.54, -0.14], [-0.42, 0.11, -0.31], [-0.24, 0.88, -0.30], [0.52, -0.36, 0.33], [0.45, -0.97, 0.60], [-0.24, 0.40, 0.01], [0.00, -0.31, -0.21], [-0.04, 0.61, 0.25], [-0.15, -0.10, -0.04], [-0.01, 0.06, 0.00], [0.08, 0.07, -0.09], [-0.10, -0.01, 0.11], [-0.06, -0.02, -0.09], [0.02, -0.02, 0.03], [0.02, 0.07, 0.08], [0.02, -0.02, -0.03], [-0.01, -0.02, -0.11], [0.06, -0.02, -0.05]]
}